1.
# C25H30N2O5

One molecule with the formula C25H30N2O5 at a distorted geometry (ωB97M-V/def2-TZVPD, the OMol25 dataset).

```
! wB97M-V def2-TZVPD RIJCOSX def2/J DEFGRID3
* xyz 0 1
O -1.3610 -1.7577 -5.1631
C 2.1399 1.4032 4.1075
O 2.8019 -0.9624 1.5145
C -0.6280 -0.7484 -1.8320
C 1.1871 3.4384 4.3942
H -4.2116 -4.0926 -3.4303
C 0.8266 2.0595 -0.8099
C 2.5888 0.2490 3.4910
C 0.6409 -1.4609 -2.2582
H -0.1777 2.1821 -0.4085
C -2.4883 0.6159 -2.6133
C 1.6595 2.9509 5.5710
H 1.3591 3.0042 -0.7069
H 0.6336 3.7840 7.2432
H 4.2806 -1.0003 3.8335
H -1.4928 -4.1802 -2.0706
H 0.3834 5.2912 5.0722
C 3.2765 -0.8547 4.2284
H -0.4893 4.5584 3.7175
H 2.7340 -1.7884 4.0927
H -2.4168 1.1539 -1.6638
H 2.2602 4.4230 6.9924
C -2.1049 -4.4365 -2.9356
C 1.8583 -0.5384 -2.0619
N -1.2286 -0.0571 -2.8293
H -4.8568 -1.5641 -3.8823
N -2.9875 -2.4186 -3.7182
C -1.8752 -2.6013 -4.4507
H 1.0672 5.3366 3.4412
C 1.4881 2.4403 3.4054
H 1.7743 0.3337 -2.7089
H -1.6996 -4.6257 -5.0732
H 0.7745 3.1259 1.5149
C 0.4964 4.7338 4.1468
C -3.3722 -3.5771 -2.9433
O 2.2400 1.7207 5.4179
C -1.3893 -4.0199 -4.2187
H -0.9990 -0.2905 -3.7871
H 0.7397 1.8204 -1.8634
C -3.8159 -1.2397 -3.7744
C 1.5324 0.9831 -0.0450
H -4.5906 0.2465 -2.4207
H -0.3045 -4.0632 -4.1492
H -2.3290 -5.5002 -2.8997
H 0.7789 -2.3438 -1.6332
C 1.6475 3.5234 6.9443
C 1.9958 -0.1559 -0.6162
H 2.0456 2.7897 7.6394
H -3.6831 -3.2842 -1.9384
O 3.0685 -2.2342 -0.2559
H 2.7502 -1.1008 -2.3460
O -1.0354 -0.7367 -0.6858
H -3.5641 -0.9652 -1.6467
C 1.7143 1.1876 1.3781
C -3.6812 -0.3444 -2.5357
H 0.5819 -1.7572 -3.3052
C 1.2748 2.3325 2.0431
H -2.6321 1.3331 -3.4245
C 2.6472 -1.1887 0.1875
C 2.3595 0.1701 2.1145
H 3.3343 -0.6170 5.2865
H -3.5268 -0.6851 -4.6719
*
```

Calculated values
Relative energy (zero: lowest compared OMol25 entry of this formula, charge and spin) in kcal per mole: 4.7
Lowest unoccupied orbital energy in eV: 0.5313
SMILES: Cc1oc2c(C)c3oc(=O)c(CCC(=O)NCCCN4CCCC4=O)c(C)c3cc2c1C
E in eV: -39632.155
F_max in eV/Å: 1.2
Kohn-Sham gap in eV: 8.31



2.
# C25H30N2O7

One molecule with the formula C25H30N2O7 at a distorted geometry (ωB97M-V/def2-TZVPD, the OMol25 dataset).

```
! wB97M-V def2-TZVPD RIJCOSX def2/J DEFGRID3
* xyz 0 1
H 5.5813 0.3579 1.0211
H -0.8930 -1.7776 3.7512
H -5.7253 -2.5502 -2.9868
C -1.5382 1.5696 1.0280
H 0.4879 -2.8344 3.3647
H 4.9155 0.8751 -1.3760
H 2.7397 3.1300 0.4794
H 4.1171 -0.5362 0.5208
C -0.6378 -0.6513 1.2062
H -0.1861 3.0266 2.9937
H 0.7350 -1.0809 3.5489
O -0.1571 -1.7767 1.8050
H 2.0039 0.2928 1.3801
H -1.5100 1.0980 -2.9180
O -0.7825 -2.8916 -4.3540
H 2.0827 1.7526 2.4031
C 2.3279 0.5098 -1.5319
O -1.1489 0.5449 3.2007
C -4.7306 -4.5406 -2.8250
C -1.5201 1.4865 -0.3539
C -3.5522 -2.6517 -2.7937
C 0.0451 -1.8522 3.1990
C -1.6581 -1.0459 -2.9933
C 0.5712 -1.0209 -3.6268
C -0.7275 -1.7538 -3.6664
C 1.3706 1.0733 -2.6009
N 0.3489 0.1234 -2.9583
H -0.2968 -1.6382 -0.6332
H 1.7409 -0.0977 -0.8298
C 0.5718 2.3912 4.9042
C 4.5377 0.4621 0.7202
C -1.0763 0.3334 -0.9733
H -1.8689 2.3230 -0.9396
H -1.9018 2.4794 1.4766
C -1.1120 0.5206 1.8333
O -3.8603 -0.3365 -2.5979
H 1.3444 3.1560 4.9136
C -3.0905 -1.2658 -2.7823
O 3.8713 1.0512 1.8183
H 1.0134 1.4575 4.5638
H -2.5470 2.0579 3.4187
N 3.0246 1.6036 -0.8814
H -1.0619 3.6955 4.3771
H -5.5269 -5.2546 -2.8723
O 1.5987 -1.4260 -4.1429
C 2.5063 1.2617 1.5263
C -4.8379 -3.1396 -2.8835
C 2.3256 2.1370 0.2783
H -1.8679 1.3204 4.8822
H 0.2147 2.2484 5.9216
H -2.8596 -5.7289 -2.5988
H 1.9419 1.3341 -3.4953
C -1.0167 0.2217 -2.4780
H 3.0480 -0.1464 -2.0228
C -0.5760 2.7990 3.9881
H 1.2629 2.2348 0.0513
C -0.6422 -0.7196 -0.1826
C -3.3959 -4.8044 -2.6906
H 4.8812 2.3087 -0.3286
O -2.6847 -3.6793 -2.6699
H 0.1118 -3.0373 -4.7185
C -1.6243 1.6879 3.8806
H 0.8834 1.9713 -2.2200
C 4.4099 1.3413 -0.5298
*
```

Calculated values
Relative energy (zero: lowest compared OMol25 entry of this formula, charge and spin) in kcal per mole: 82.7
Lowest unoccupied orbital energy in eV: -0.1154
SMILES: CCCOc1ccc([C@@H]2C(C(=O)c3ccco3)=C(O)C(=O)N2CCN2CCOCC2)cc1OC
E in eV: -43723.006
F_max in eV/Å: 1.5
Kohn-Sham gap in eV: 8.02